Entry 1:
The following is a DFT calculation (ωB97M-V/def2-TZVPD) of C29H48AsO3RuSSi3 as an isolated structure at a distorted geometry.

E	-4956.71489	a.u.
HOMO energy (spin up / spin down)	-0.392 / -0.392	hartree
frontier orbital gap (spin up / spin down)	5.83 / 5.82	eV
LUMO (spin up / spin down)	-0.178 / -0.178	hartree

The geometry in ORCA input format:
```
! RIJCOSX wB97M-V def2-TZVPD def2/J DEFGRID3
* xyz 1 1
Ru 0.01 -0.75 1.26
C 5.58 0.33 -0.21
Si 4.95 -1.29 0.46
C 5.70 -1.68 2.12
C 5.28 -2.66 -0.76
C 3.12 -1.15 0.69
C 1.92 -1.05 0.88
H 6.66 0.28 -0.39
H 5.39 1.14 0.49
H 5.09 0.57 -1.16
H 6.78 -1.79 2.03
H 5.30 -2.61 2.52
H 5.50 -0.88 2.83
H 6.34 -2.71 -0.99
H 4.74 -2.50 -1.69
H 4.99 -3.64 -0.36
C -0.58 6.59 -2.34
C -0.41 5.26 -1.68
C -0.26 5.16 -0.30
C -0.09 3.94 0.34
C 0.09 3.95 1.83
C -0.10 2.77 -0.45
C -0.23 2.84 -1.85
C -0.20 1.65 -2.76
C -0.38 4.09 -2.43
C 0.01 1.46 0.21
O -0.34 0.36 -0.39
O 0.41 1.30 1.40
H -0.54 7.41 -1.62
H -1.54 6.64 -2.87
H 0.20 6.76 -3.09
H -0.27 6.06 0.30
H -0.08 4.96 2.20
H 1.09 3.64 2.10
H -0.60 3.27 2.33
H 0.63 0.98 -2.53
H -0.11 1.98 -3.79
H -1.11 1.06 -2.67
H -0.47 4.16 -3.51
C 2.50 -4.92 1.22
Si 0.84 -4.61 1.98
C 0.98 -3.75 3.62
C -0.24 -6.12 2.00
As -0.25 -2.99 0.60
Si -0.85 -3.62 -1.61
C -1.06 -2.01 -2.50
C 0.54 -4.65 -2.28
C -2.43 -4.59 -1.45
H 3.09 -5.58 1.86
H 3.04 -3.98 1.11
H 2.42 -5.40 0.24
H 1.53 -4.38 4.32
H 0.00 -3.54 4.06
H 1.53 -2.82 3.52
H 0.17 -6.85 2.70
H -0.29 -6.59 1.02
H -1.26 -5.89 2.33
H -0.14 -1.43 -2.46
H -1.85 -1.41 -2.04
H -1.32 -2.18 -3.55
H 1.48 -4.10 -2.27
H 0.33 -4.93 -3.31
H 0.67 -5.57 -1.70
H -3.22 -4.01 -0.97
H -2.28 -5.51 -0.88
H -2.77 -4.88 -2.45
C -3.77 5.79 -0.15
C -3.61 4.32 0.08
C -3.41 3.81 1.37
C -3.25 2.45 1.58
C -3.30 1.60 0.49
C -3.49 2.08 -0.80
C -3.65 3.44 -0.99
S -3.00 -0.13 0.69
C -4.53 -0.67 1.43
O -2.00 -0.27 1.83
H -3.62 6.36 0.77
H -4.76 6.02 -0.54
H -3.04 6.14 -0.88
H -3.36 4.49 2.21
H -3.06 2.07 2.57
H -3.49 1.40 -1.64
H -3.79 3.82 -1.99
H -4.73 -0.07 2.32
H -4.40 -1.72 1.70
H -5.32 -0.55 0.69
*
```

Results of the Löwdin charge analysis, in e, for atoms 1 through 4: 0.951, -0.186, 0.397, -0.184

Entry 2:
The following is a DFT calculation (ωB97M-V/def2-TZVPD) of a 7-piece molecular cluster, C29H48Br14ClO7P overall at a distorted geometry.

E	-38498.25088	a.u.
HOMO energy	-0.350	hartree
frontier orbital gap	8.51	eV
LUMO	-0.037	hartree

The geometry in ORCA input format:
```
! RIJCOSX wB97M-V def2-TZVPD def2/J DEFGRID3
* xyz 0 1
C -3.51 -0.60 -0.13
C -2.82 0.32 0.87
O -1.38 0.17 0.89
P -0.68 1.10 -0.29
O -1.29 0.67 -1.56
C -0.87 2.85 0.07
C -1.16 3.68 -1.19
C -2.56 3.48 -1.67
C -2.94 3.00 -2.86
Cl -1.84 2.55 -4.08
C -4.40 2.86 -3.10
O -4.95 3.12 -4.14
C -5.18 2.42 -1.89
C -6.30 1.43 -2.03
C -7.45 1.86 -2.95
O -8.58 2.29 -2.17
C -9.30 1.32 -1.61
O -9.67 0.32 -2.16
C -4.81 2.92 -0.71
C -3.65 3.85 -0.72
O -3.59 4.85 -0.04
O 0.92 0.84 -0.43
C 1.16 -0.54 -0.76
C 1.56 -0.71 -2.22
H -2.96 -1.52 -0.27
H -4.54 -0.80 0.18
H -3.56 -0.10 -1.09
H -3.13 1.35 0.74
H -3.14 0.03 1.87
H -1.67 2.92 0.80
H 0.02 3.23 0.58
H -0.46 3.41 -1.98
H -1.00 4.72 -0.92
H -6.64 1.19 -1.03
H -5.86 0.51 -2.42
H -7.17 2.68 -3.59
H -7.73 1.01 -3.57
H -9.52 1.48 -0.55
H -5.29 2.67 0.22
H 1.94 -0.93 -0.11
H 0.28 -1.15 -0.58
H 1.12 0.06 -2.84
H 2.64 -0.69 -2.34
H 1.19 -1.67 -2.58
Br 4.06 -0.07 3.34
C 2.40 0.10 4.35
C 1.23 -0.37 3.53
Br 0.74 0.92 2.15
H 2.32 1.14 4.65
H 2.53 -0.52 5.23
H 0.35 -0.49 4.16
H 1.44 -1.31 3.01
Br -5.03 -0.02 -5.24
C -3.63 0.44 -6.50
C -4.19 0.98 -7.78
Br -4.92 -0.42 -8.91
H -3.03 -0.45 -6.64
H -3.03 1.20 -6.00
H -3.40 1.45 -8.37
H -4.99 1.70 -7.62
Br 6.47 1.00 0.46
C 8.00 -0.12 0.87
C 8.08 -0.43 2.34
Br 8.74 1.09 3.36
H 8.88 0.40 0.50
H 7.85 -1.03 0.29
H 8.79 -1.23 2.52
H 7.12 -0.70 2.77
Br 7.65 -4.32 2.60
C 6.05 -4.11 3.68
C 4.82 -4.56 2.93
Br 4.27 -3.26 1.60
H 6.03 -3.07 3.99
H 6.22 -4.73 4.56
H 3.97 -4.67 3.60
H 4.99 -5.50 2.41
Br 9.41 -0.86 -2.43
C 10.94 -1.98 -2.01
C 11.03 -2.29 -0.54
Br 11.70 -0.77 0.48
H 11.82 -1.46 -2.38
H 10.79 -2.90 -2.58
H 11.74 -3.09 -0.36
H 10.07 -2.56 -0.11
Br 9.71 -2.62 5.36
C 8.97 -1.40 6.69
C 7.73 -1.95 7.34
Br 6.19 -1.81 6.15
H 8.80 -0.46 6.19
H 9.76 -1.28 7.44
H 7.47 -1.37 8.22
H 7.82 -3.00 7.61
Br -14.13 -1.94 0.80
C -13.98 -0.43 -0.42
C -12.57 0.07 -0.53
Br -12.05 1.11 1.04
H -14.67 0.33 -0.06
H -14.32 -0.81 -1.38
H -12.47 0.75 -1.37
H -11.84 -0.73 -0.63
*
```

Results of the Löwdin charge analysis, in e, for atoms 1 through 4: -0.069, -0.273, -0.373, 0.465

Entry 3:
The following is a DFT calculation (ωB97M-V/def2-TZVPD) of C29H48BrNOP2Zr as an isolated structure at a distorted geometry.

E	-4565.80645	a.u.
HOMO energy (spin up / spin down)	-0.675 / -0.675	hartree
energy relative to the best compared isomer or geometry (same formula, charge and spin)	3.729	eV
frontier orbital gap (spin up / spin down)	3.15 / 3.15	eV
LUMO (spin up / spin down)	-0.559 / -0.559	hartree

The geometry in ORCA input format:
```
! RIJCOSX wB97M-V def2-TZVPD def2/J DEFGRID3
* xyz 4 1
C 2.71 4.43 -1.30
C 1.56 4.04 -2.01
C 1.67 3.76 -3.39
C 2.88 4.06 -4.02
N 3.94 4.53 -3.35
C 3.87 4.71 -2.03
C 0.34 3.77 -1.33
C -0.58 3.37 -0.63
C -1.54 2.59 0.09
C -1.37 1.15 0.35
C -2.36 0.56 1.23
C -3.63 1.05 1.07
C -3.88 2.37 0.77
C -2.76 3.18 0.42
Zr -1.01 -0.99 0.69
P 1.43 -0.69 -0.32
H 0.85 3.33 -3.95
H 2.73 4.53 -0.21
H 2.97 3.91 -5.10
H 4.76 5.08 -1.51
H -2.87 4.26 0.30
H -1.03 0.51 -0.61
H -4.85 2.85 0.89
H -2.34 -0.41 1.90
C 2.23 -2.35 -0.13
C 3.43 -2.70 -1.01
H 1.44 -3.10 -0.28
H 2.53 -2.41 0.93
H 3.72 -3.74 -0.77
H 3.20 -2.67 -2.08
H 4.31 -2.08 -0.82
C 1.65 -0.22 -2.09
C 2.97 0.40 -2.52
H 0.83 0.49 -2.31
H 1.46 -1.13 -2.69
H 2.89 0.67 -3.58
H 3.21 1.32 -1.97
H 3.82 -0.29 -2.44
C 2.50 0.48 0.60
C 4.00 0.21 0.60
H 2.13 0.48 1.65
H 2.29 1.48 0.18
H 4.49 0.99 1.20
H 4.26 -0.76 1.05
H 4.46 0.26 -0.40
Br -4.89 -0.52 0.97
P -1.95 -1.76 -1.81
C -0.73 -2.62 -2.88
C -1.25 -3.90 -3.54
H 0.13 -2.85 -2.23
H -0.39 -1.89 -3.63
H -0.46 -4.27 -4.21
H -1.45 -4.68 -2.79
H -2.16 -3.72 -4.13
C -3.07 -3.00 -1.03
C -4.38 -3.25 -1.77
H -3.33 -2.64 -0.02
H -2.50 -3.94 -0.91
H -4.96 -3.99 -1.20
H -4.99 -2.35 -1.85
H -4.23 -3.66 -2.78
C -2.91 -0.57 -2.78
C -3.25 -1.08 -4.18
H -2.30 0.35 -2.82
H -3.80 -0.30 -2.17
H -3.81 -0.30 -4.72
H -2.36 -1.30 -4.78
H -3.88 -1.98 -4.17
C 0.24 -2.21 4.37
C -0.76 -1.71 3.31
O -0.22 -0.50 2.67
C 0.07 0.64 3.55
C -1.17 1.22 4.20
H 1.22 -2.43 3.92
H -0.15 -3.15 4.79
H 0.34 -1.50 5.20
H -0.88 -2.51 2.53
H -1.72 -1.48 3.79
H 0.80 0.30 4.29
H 0.56 1.37 2.89
H -1.61 0.52 4.93
H -0.87 2.12 4.75
H -1.92 1.50 3.45
*
```

Results of the Löwdin charge analysis, in e, for atoms 1 through 4: -0.001, -0.236, -0.013, -0.094